1.
This record from the Open Molecules 2025 dataset describes one molecule with the formula C25H28N4O5S. The level of theory is the ωB97M-V functional and the def2-TZVPD basis.

```
63
C25H28N4O5S, DFT the ωB97M-V functional and the def2-TZVPD basis
C -0.390 2.918 9.370
C -0.856 1.762 8.539
C -2.206 1.466 8.410
C -2.626 0.396 7.638
C -1.702 -0.388 6.971
C -0.346 -0.097 7.083
C 0.678 -0.981 6.443
O 1.459 -1.634 7.110
N 0.654 -1.045 5.087
C -0.027 -0.114 4.222
C 0.988 0.827 3.569
C 2.048 0.029 2.788
C 1.434 -0.527 1.553
N 1.150 0.151 0.483
C 0.597 -0.784 -0.347
C 0.120 -0.479 -1.683
C -0.472 -1.474 -2.460
C -0.921 -1.170 -3.732
C -0.772 0.117 -4.214
S -1.306 0.526 -5.873
O -1.952 1.805 -5.862
O -2.019 -0.597 -6.416
N 0.202 0.728 -6.590
C 0.828 -0.509 -7.012
C 0.331 -0.935 -8.398
O 0.504 0.103 -9.338
C -0.198 1.264 -8.949
C 0.298 1.772 -7.594
C -0.189 1.113 -3.453
C 0.257 0.818 -2.179
N 0.552 -1.972 0.200
O 1.092 -1.815 1.435
C 2.671 -1.042 3.689
C 1.608 -1.886 4.396
C 0.068 0.964 7.874
H -1.189 3.285 10.010
H -0.065 3.736 8.726
H 0.454 2.627 9.991
H -2.937 2.072 8.926
H -3.679 0.169 7.559
H -2.024 -1.231 6.377
H -0.751 0.466 4.796
H -0.565 -0.679 3.452
H 0.480 1.521 2.898
H 1.491 1.402 4.349
H 2.822 0.726 2.449
H -0.572 -2.467 -2.052
H -1.396 -1.908 -4.359
H 0.593 -1.274 -6.271
H 1.911 -0.344 -7.035
H 0.906 -1.783 -8.773
H -0.731 -1.207 -8.324
H -0.024 2.002 -9.733
H -1.274 1.047 -8.874
H -0.310 2.608 -7.250
H 1.348 2.075 -7.663
H -0.106 2.104 -3.869
H 0.714 1.569 -1.555
H 3.322 -1.694 3.107
H 3.277 -0.540 4.445
H 2.078 -2.529 5.142
H 1.071 -2.507 3.673
H 1.125 1.167 7.974
```

- SMILES string: Cc1cccc(C(=O)N2CCC(c3nc(-c4ccc(S(=O)(=O)N5CCOCC5)cc4)no3)CC2)c1
- Kohn-Sham gap: 9.0 eV

Mulliken atomic charge list, values in e, 2 entries: C -1.445; C 0.776

2.
This record from the Open Molecules 2025 dataset describes one molecule with the formula C25H28N4O5S. The level of theory is the ωB97M-V functional and the def2-TZVPD basis.

```
63
C25H28N4O5S, DFT the ωB97M-V functional and the def2-TZVPD basis
C 3.097 3.747 1.506
O 2.162 3.902 0.460
C 0.955 3.293 0.573
C 0.552 2.505 1.647
C -0.705 1.931 1.648
C -1.583 2.133 0.590
N -2.836 1.498 0.638
C -3.659 1.210 -0.392
O -3.530 1.585 -1.542
C -4.816 0.310 0.036
N -4.326 -0.852 0.757
C -5.411 -1.604 1.357
C -3.469 -1.684 -0.080
C -2.023 -1.176 -0.038
O -1.352 -1.288 0.961
N -1.587 -0.637 -1.212
C -0.356 -0.035 -1.476
C -0.188 0.597 -2.710
C 1.018 1.179 -3.048
C 2.091 1.118 -2.171
C 1.909 0.500 -0.952
S 3.309 0.305 0.135
O 2.894 0.374 1.511
O 4.378 1.175 -0.260
N 3.787 -1.264 -0.283
C 5.105 -1.609 0.210
C 2.751 -2.213 -0.067
C 2.052 -2.672 -1.178
C 0.992 -3.546 -1.017
C 0.622 -3.962 0.251
C 1.318 -3.507 1.357
C 2.383 -2.637 1.203
C 0.708 -0.066 -0.579
C -1.191 2.935 -0.477
C 0.064 3.504 -0.482
H 3.987 4.281 1.179
H 3.347 2.696 1.667
H 2.723 4.189 2.435
H 1.219 2.305 2.469
H -1.000 1.300 2.473
H -3.024 0.996 1.498
H -5.471 0.881 0.701
H -5.391 0.039 -0.866
H -6.096 -2.035 0.613
H -4.995 -2.407 1.963
H -5.980 -0.942 2.009
H -3.841 -1.751 -1.115
H -3.447 -2.688 0.349
H -2.274 -0.491 -1.941
H -1.021 0.644 -3.396
H 1.126 1.673 -4.001
H 3.052 1.547 -2.403
H 5.121 -1.803 1.287
H 5.751 -0.761 -0.008
H 5.461 -2.491 -0.322
H 2.347 -2.330 -2.158
H 0.451 -3.898 -1.883
H -0.211 -4.636 0.378
H 1.023 -3.821 2.347
H 2.907 -2.255 2.066
H 0.601 -0.511 0.394
H -1.865 3.101 -1.300
H 0.383 4.122 -1.305
```

- SMILES string: COc1ccc(NC(=O)CN(C)CC(=O)Nc2cccc(S(=O)(=O)N(C)c3ccccc3)c2)cc1
- Kohn-Sham gap: 8.3 eV

Mulliken atomic charge list, values in e, 2 entries: C -0.656; O -0.435

Most stable structure, least stable structure: 2, 1.

1.
This record from the Open Molecules 2025 dataset describes C3H10N2S as an isolated structure. The level of theory is the ωB97M-V functional and the def2-TZVPD basis.

```
16
C3H10N2S, DFT the ωB97M-V functional and the def2-TZVPD basis
C -1.002 0.091 -1.550
C -2.014 0.534 -0.461
S -1.280 1.297 1.059
H -1.348 0.540 -2.488
H 0.000 0.459 -1.345
H -0.977 -0.984 -1.726
H -2.600 1.339 -0.893
H -2.622 -0.294 -0.108
N 2.209 0.454 0.616
C 1.799 -0.748 1.004
N 0.536 -1.002 1.229
H 1.556 1.219 0.514
H 3.182 0.673 0.423
H 2.588 -1.486 1.214
H 0.245 -1.975 1.230
H -0.270 -0.117 1.282
```

- Spin multiplicity: 2
- Kohn-Sham gap (alpha / beta): 3.4 / 7.7 eV
- Total charge: -1

Mulliken atomic charge list, values in e, 2 entries: C -0.734; C -0.586

2.
This record from the Open Molecules 2025 dataset describes C3H10N2S as an isolated structure. The level of theory is the ωB97M-V functional and the def2-TZVPD basis.

```
16
C3H10N2S, DFT the ωB97M-V functional and the def2-TZVPD basis
C -0.736 0.284 -0.900
C -2.037 0.397 -0.025
S -2.764 -0.897 0.865
N 0.361 -0.562 -0.353
C 0.859 -0.033 0.874
N 2.009 -0.720 1.582
H -0.334 1.355 -1.055
H -0.987 -0.080 -1.876
H 1.003 1.099 -2.425
H -2.269 1.397 0.295
H -1.821 -1.121 1.815
H 0.939 0.616 -2.916
H -0.129 -0.707 0.912
H 0.954 1.086 0.923
H 2.037 -1.717 1.147
H 2.915 -0.397 1.136
```

- Spin multiplicity: 2
- Kohn-Sham gap (alpha / beta): 5.4 / 5.3 eV
- Total charge: -1

Mulliken atomic charge list, values in e, 2 entries: C -0.510; C -0.702

Most stable structure, least stable structure: 1, 2.

1.
This record from the Open Molecules 2025 dataset describes one molecule with the formula C2H3NP2. The level of theory is the ωB97M-V functional and the def2-TZVPD basis.

```
8
C2H3NP2, DFT the ωB97M-V functional and the def2-TZVPD basis
C -0.184 -1.200 1.093
C 1.049 1.008 -0.816
N 1.686 -0.023 -0.604
P -0.466 1.739 -0.511
P -1.185 -0.135 0.270
H 0.721 -1.110 0.385
H 1.544 1.789 -1.517
H -2.401 0.313 0.897
```

- Kohn-Sham gap (alpha / beta): 7.7 / 6.2 eV

Mulliken atomic charge list, values in e, 2 entries: C -0.323; C 0.185

2.
This record from the Open Molecules 2025 dataset describes one molecule with the formula C2H3NP2. The level of theory is the ωB97M-V functional and the def2-TZVPD basis.

```
8
C2H3NP2, DFT the ωB97M-V functional and the def2-TZVPD basis
C 0.785 0.445 -0.251
N 0.005 1.433 -0.247
P -1.627 0.893 0.070
P -1.220 -1.240 0.051
C 0.449 -0.895 -0.307
H 1.836 0.507 -0.540
H -1.355 0.565 1.503
H 1.127 -1.709 -0.279
```

- SMILES string: C1=N[PH]#P=C1
- Kohn-Sham gap: 8.8 eV

Mulliken atomic charge list, values in e, 2 entries: C 0.067; N -0.520

3.
This record from the Open Molecules 2025 dataset describes one molecule with the formula C2H3NP2. The level of theory is the ωB97M-V functional and the def2-TZVPD basis.

```
8
C2H3NP2, DFT the ωB97M-V functional and the def2-TZVPD basis
C -1.606 0.404 -0.056
C 1.382 0.940 -0.036
N -2.591 0.960 0.103
P 0.218 -2.281 0.129
P 0.110 -0.252 -0.041
H 2.183 0.546 -0.591
H 1.178 1.907 -0.394
H -0.873 -2.224 0.885
```

- Kohn-Sham gap (alpha / beta): 7.1 / 7.1 eV

Mulliken atomic charge list, values in e, 2 entries: C 0.185; C -0.770

4.
This record from the Open Molecules 2025 dataset describes a 2-piece molecular cluster, C2H3NP2 overall. The level of theory is the ωB97M-V functional and the def2-TZVPD basis.

```
8
C2H3NP2, DFT the ωB97M-V functional and the def2-TZVPD basis
C -1.206 1.947 0.662
P -0.278 0.822 -0.144
P -1.161 0.527 1.828
H -1.813 2.765 0.734
H -0.275 1.219 2.719
C -1.483 -2.481 -3.034
N -0.912 -3.276 -2.509
H -1.888 -1.827 -3.727
```

- SMILES string: C1=P#[PH]1.C#N
- Kohn-Sham gap: 8.4 eV

Mulliken atomic charge list, values in e, 2 entries: C -0.253; P -0.121

Most stable structure, least stable structure: 2, 1.

1.
This record from the Open Molecules 2025 dataset describes one molecule with the formula CH5O2P. The level of theory is the ωB97M-V functional and the def2-TZVPD basis.

```
9
CH5O2P, DFT the ωB97M-V functional and the def2-TZVPD basis
C -0.784 0.166 -0.570
P -0.055 -1.438 -0.282
O 1.623 -0.120 -0.012
O 3.060 0.197 -0.023
H -0.017 0.937 -0.235
H -1.648 0.301 -0.004
H -1.184 0.582 -1.603
H -0.658 -1.575 0.904
H 3.621 -0.109 0.765
```

- SMILES string: CPOO
- Kohn-Sham gap (alpha / beta): 8.1 / 8.1 eV

Mulliken atomic charge list, values in e, 2 entries: C -0.730; P 0.222

2.
This record from the Open Molecules 2025 dataset describes a 2-piece molecular cluster, CH5O2P overall. The level of theory is the ωB97M-V functional and the def2-TZVPD basis.

```
9
CH5O2P, DFT the ωB97M-V functional and the def2-TZVPD basis
C 1.325 0.020 0.552
O -1.753 -0.238 0.067
O -3.191 -0.144 0.171
P 0.459 -1.590 0.081
H 0.697 0.710 1.175
H 1.600 0.623 -0.334
H 2.191 -0.221 1.034
H -3.557 0.441 -0.590
H 0.424 -1.234 -1.396
```

- Kohn-Sham gap (alpha / beta): 9.2 / 6.7 eV

Mulliken atomic charge list, values in e, 2 entries: C -0.895; O -0.215

Most stable structure, least stable structure: 1, 2.